[1]
{"formula": "C28H39ClN3O2PS2Se2Y", "method": "ωB97M-V/def2-TZVPD", "symbols": ["Y", "N", "C", "C", "N", "C", "C", "N", "H", "H", "H", "H", "H", "H", "H", "H", "H", "H", "H", "H", "H", "O", "C", "C", "C", "O", "C", "Se", "C", "Se", "H", "H", "H", "H", "H", "H", "H", "H", "H", "H", "Cl", "C", "C", "C", "C", "C", "C", "C", "H", "H", "H", "H", "H", "H", "S", "P", "S", "C", "C", "C", "C", "C", "C", "C", "C", "C", "C", "C", "C", "H", "H", "H", "H", "H", "H", "H", "H", "H", "H"], "positions_angstrom": [[0.81, -0.51, -0.31], [0.60, -3.10, 0.01], [0.14, -3.87, -1.15], [0.50, -3.18, -2.46], [0.15, -1.75, -2.46], [-1.23, -1.42, -2.83], [-2.19, -1.57, -1.66], [-1.69, -0.81, -0.51], [0.03, -3.32, 0.83], [1.56, -3.33, 0.27], [0.56, -4.89, -1.16], [-0.94, -4.00, -1.06], [1.57, -3.24, -2.61], [0.01, -3.70, -3.29], [0.79, -1.26, -3.09], [-1.23, -0.38, -3.15], [-1.58, -2.03, -3.67], [-3.18, -1.22, -1.97], [-2.31, -2.61, -1.36], [-1.93, 0.18, -0.64], [-2.15, -1.11, 0.35], [6.26, 1.64, -0.23], [5.86, 0.58, -1.10], [4.46, 0.09, -0.70], [4.15, -1.01, -1.72], [2.98, -1.78, -1.42], [4.54, -0.49, 0.72], [2.88, -1.16, 1.56], [3.48, 1.29, -0.75], [1.97, 1.28, -2.03], [7.11, 1.97, -0.53], [6.57, -0.25, -1.03], [5.83, 0.94, -2.14], [5.00, -1.69, -1.79], [3.96, -0.57, -2.70], [3.11, -2.14, -0.51], [4.93, 0.28, 1.39], [5.25, -1.32, 0.73], [4.03, 2.20, -1.00], [3.08, 1.45, 0.25], [-3.64, -3.86, 4.58], [-3.77, -4.66, 3.02], [-4.58, -5.76, 2.93], [-4.75, -6.46, 1.73], [-4.04, -5.97, 0.62], [-3.23, -4.87, 0.72], [-3.02, -4.12, 1.93], [-2.19, -3.01, 2.00], [-5.10, -6.09, 3.82], [-5.39, -7.32, 1.67], [-4.14, -6.47, -0.34], [-2.72, -4.53, -0.17], [-2.05, -2.44, 2.90], [-1.66, -2.71, 1.12], [-1.63, 2.28, -1.61], [-0.90, 2.85, 0.15], [-0.09, 1.46, 1.38], [0.34, 4.17, -0.08], [-0.02, 5.32, -0.76], [0.90, 6.33, -0.98], [2.20, 6.19, -0.51], [2.57, 5.04, 0.16], [1.64, 4.03, 0.38], [-2.19, 3.68, 1.13], [-1.88, 4.17, 2.40], [-2.85, 4.81, 3.16], [-4.13, 4.97, 2.65], [-4.45, 4.49, 1.39], [-3.47, 3.85, 0.63], [-1.04, 5.43, -1.14], [0.60, 7.23, -1.51], [2.93, 6.98, -0.69], [3.59, 4.92, 0.52], [1.93, 3.13, 0.91], [-0.89, 4.02, 2.81], [-2.60, 5.18, 4.14], [-4.89, 5.47, 3.24], [-5.45, 4.61, 1.00], [-3.70, 3.46, -0.36]], "charge": -1, "gap_ev": 4.8, "e_homo_ev": -2.692, "total_energy_ev": -213458.648}

=====

[2]
{"formula": "C23H28N3O3", "method": "ωB97M-V/def2-TZVPD", "symbols": ["C", "H", "H", "H", "O", "C", "C", "C", "C", "C", "C", "O", "C", "H", "H", "H", "H", "C", "H", "H", "C", "H", "H", "N", "C", "H", "H", "H", "C", "H", "H", "C", "O", "N", "C", "C", "C", "N", "C", "C", "C", "C", "C", "C", "H", "H", "H", "H", "C", "H", "H", "H", "H", "H", "H", "H", "H"], "positions_angstrom": [[3.18, 2.49, -1.69], [2.34, 2.15, -2.31], [3.21, 3.58, -1.69], [4.12, 2.11, -2.11], [3.02, 2.11, -0.34], [3.01, 0.79, -0.02], [3.02, -0.22, -0.97], [2.95, -1.56, -0.62], [2.88, -1.92, 0.72], [2.90, -0.91, 1.68], [2.97, 0.44, 1.34], [2.96, 1.26, 2.42], [3.20, 2.65, 2.29], [3.24, 3.02, 3.32], [2.41, 3.15, 1.75], [4.16, 2.84, 1.80], [2.89, -1.15, 2.73], [2.68, -3.36, 1.13], [3.23, -4.02, 0.47], [3.04, -3.52, 2.14], [1.19, -3.70, 1.01], [0.98, -4.71, 1.39], [0.91, -3.65, -0.04], [0.36, -2.72, 1.75], [0.36, -2.96, 3.20], [1.39, -3.04, 3.56], [-0.12, -2.14, 3.72], [-0.16, -3.89, 3.42], [-0.99, -2.52, 1.20], [-1.74, -2.53, 1.99], [-1.24, -3.28, 0.47], [-0.96, -1.11, 0.54], [0.06, -0.45, 0.69], [-2.06, -0.76, -0.12], [-2.32, 0.45, -0.80], [-1.34, 1.39, -1.01], [-1.66, 2.58, -1.70], [-2.86, 2.83, -2.14], [-3.84, 1.93, -1.96], [-5.12, 2.24, -2.46], [-6.16, 1.37, -2.29], [-5.97, 0.16, -1.62], [-4.74, -0.18, -1.12], [-3.64, 0.69, -1.28], [-4.63, -1.12, -0.60], [-6.80, -0.52, -1.49], [-7.14, 1.61, -2.67], [-5.24, 3.18, -2.97], [-0.60, 3.60, -1.95], [-1.07, 4.57, -2.15], [0.07, 3.69, -1.10], [-0.02, 3.32, -2.83], [-0.33, 1.23, -0.66], [-2.84, -1.41, -0.13], [0.83, -1.76, 1.56], [2.96, -2.31, -1.39], [3.07, 0.02, -2.02]], "charge": 1, "gap_ev": 8.3, "smiles": "COc1ccc(CC[N@H+](C)CC(=O)Nc2cc(C)nc3ccccc23)cc1OC", "e_homo_ev": -10.736, "total_energy_ev": -34912.386}

=====

[3]
{"formula": "C26H59AlBr2CaCsF8N5O9P2S5", "method": "ωB97M-V/def2-TZVPD", "symbols": ["C", "C", "C", "C", "N", "N", "C", "N", "C", "C", "C", "C", "C", "P", "C", "C", "C", "C", "C", "P", "O", "O", "S", "N", "C", "C", "C", "S", "C", "S", "N", "C", "C", "O", "C", "C", "H", "H", "H", "H", "H", "H", "H", "H", "H", "H", "H", "H", "H", "H", "H", "H", "H", "H", "H", "H", "H", "H", "H", "H", "H", "H", "H", "H", "H", "H", "H", "H", "H", "H", "H", "H", "H", "H", "H", "H", "H", "H", "H", "H", "H", "H", "H", "H", "Br", "Cs", "O", "H", "H", "F", "Al", "F", "F", "F", "C", "F", "F", "F", "S", "O", "O", "O", "C", "S", "O", "C", "H", "H", "H", "H", "H", "H", "O", "H", "H", "H", "Ca", "F", "Br"], "positions_angstrom": [[-5.98, 2.62, 2.52], [-4.51, 2.31, 2.11], [-4.26, 1.31, 0.96], [-3.05, 0.52, 1.35], [-2.70, -0.53, 0.40], [-1.46, -1.00, 0.91], [-0.31, -1.10, 0.20], [0.87, -1.66, 0.67], [0.82, -2.25, 1.98], [2.27, -2.48, 2.66], [2.97, -1.13, 2.70], [1.98, -2.98, 4.17], [1.33, -2.72, -0.34], [3.08, -2.23, -0.82], [3.09, -0.55, -1.54], [3.66, -3.33, -2.18], [5.12, -2.90, -2.46], [0.34, -3.07, -1.47], [-0.58, -1.93, -1.94], [-0.59, -1.74, -3.75], [-1.51, -0.55, -4.19], [-1.35, -3.01, -4.28], [1.18, -1.73, -4.55], [-0.26, -0.75, -1.12], [-0.70, 0.58, -1.52], [0.20, 1.34, -2.49], [1.14, 2.33, -1.78], [0.13, 3.79, -1.33], [0.59, 4.23, 0.33], [1.06, 5.74, 0.56], [0.53, 3.24, 1.38], [-0.29, 3.70, 2.50], [0.00, 2.87, 3.85], [1.32, 2.98, 4.28], [2.19, 3.48, 3.27], [1.93, 2.93, 1.88], [-6.49, 3.37, 1.93], [-6.55, 1.69, 2.58], [-5.96, 2.99, 3.55], [-4.05, 3.27, 1.88], [-4.03, 1.95, 3.03], [-5.12, 0.66, 0.91], [-4.13, 1.90, 0.06], [-2.18, 1.22, 1.44], [-3.20, 0.08, 2.40], [-3.40, -1.26, 0.51], [-1.51, -1.31, 1.90], [0.18, -3.20, 2.03], [0.31, -1.53, 2.69], [2.81, -3.27, 2.08], [2.23, -0.34, 2.70], [3.61, -1.07, 3.58], [3.57, -1.04, 1.80], [1.37, -3.98, 4.16], [1.28, -2.23, 4.65], [2.88, -3.07, 4.77], [1.49, -3.64, 0.22], [2.99, 0.21, -0.77], [2.34, -0.48, -2.33], [4.05, -0.38, -2.01], [3.70, -4.36, -1.85], [3.10, -3.18, -3.10], [5.60, -2.53, -1.56], [5.72, -3.73, -2.81], [5.16, -2.09, -3.19], [-0.26, -3.93, -1.18], [0.93, -3.41, -2.33], [-1.59, -2.26, -1.67], [-1.27, -0.39, -5.13], [-0.73, -3.74, -4.44], [-1.69, 0.54, -1.96], [-0.82, 1.22, -0.64], [0.72, 0.72, -3.20], [-0.47, 1.97, -3.08], [1.55, 1.94, -0.85], [1.90, 2.64, -2.49], [-0.15, 4.74, 2.77], [-1.39, 3.57, 2.29], [-0.64, 3.23, 4.65], [-0.20, 1.77, 3.78], [2.13, 4.57, 3.28], [3.20, 3.20, 3.55], [2.03, 1.84, 1.87], [2.64, 3.41, 1.22], [-7.27, 1.62, 0.35], [0.03, -4.43, 3.53], [-1.32, 0.25, -7.26], [-2.09, -0.34, -7.39], [-1.34, 0.85, -8.01], [-11.10, 1.80, 1.11], [-10.62, 1.00, 2.53], [-10.01, -0.54, 2.14], [-11.93, 0.84, 3.58], [-9.38, 1.91, 3.29], [-4.05, -4.22, -6.43], [-5.15, -3.63, -5.94], [-3.23, -4.43, -5.40], [-4.45, -5.46, -6.87], [-3.25, -3.21, -7.75], [-2.94, -1.99, -7.03], [-4.28, -3.10, -8.74], [-2.12, -4.02, -8.10], [6.74, 6.69, 2.75], [4.99, 6.39, 2.97], [4.78, 4.91, 2.90], [4.48, 7.05, 1.38], [7.26, 6.30, 3.63], [7.10, 6.17, 1.86], [6.92, 7.76, 2.67], [4.98, 6.51, 0.58], [4.72, 8.11, 1.33], [3.40, 6.92, 1.30], [4.85, -6.87, 3.66], [5.69, -6.39, 3.69], [5.01, -7.80, 4.00], [4.54, -6.91, 2.74], [-0.93, 1.12, 2.37], [5.65, -8.64, 2.54], [-5.52, -6.79, -8.55]], "charge": 0, "gap_ev": 1.1, "e_homo_ev": -6.566, "total_energy_ev": -313942.821}

=====

[4]
{"formula": "C7H7N2O6PtS2", "method": "ωB97M-V/def2-TZVPD", "symbols": ["Pt", "O", "C", "O", "C", "C", "C", "C", "C", "N", "H", "H", "H", "H", "C", "S", "O", "O", "O", "H", "H", "H", "O", "S", "N"], "positions_angstrom": [[-0.03, 0.44, 0.40], [3.65, 0.86, 1.95], [2.48, 0.65, 1.67], [1.95, 0.74, 0.50], [1.52, 0.24, 2.77], [1.93, 0.11, 4.08], [0.99, -0.21, 5.05], [-0.33, -0.37, 4.66], [-0.67, -0.24, 3.33], [0.24, 0.04, 2.39], [2.98, 0.28, 4.30], [1.28, -0.32, 6.08], [-1.10, -0.61, 5.38], [-1.69, -0.37, 2.99], [-2.68, -2.01, -1.14], [-2.58, -1.35, 0.50], [-1.63, -2.18, 1.21], [-3.91, -1.30, 1.04], [-2.06, 0.06, 0.26], [-3.05, -3.03, -1.06], [-1.68, -2.00, -1.57], [-3.35, -1.40, -1.73], [0.12, 3.62, -0.74], [0.01, 2.60, -1.79], [-0.10, 1.15, -1.47]], "charge": -1, "gap_ev": 8.3, "e_homo_ev": -5.642, "total_energy_ev": -47558.064}

=====

Repeat the fourth record exactly.
{"formula": "C7H7N2O6PtS2", "method": "ωB97M-V/def2-TZVPD", "symbols": ["Pt", "O", "C", "O", "C", "C", "C", "C", "C", "N", "H", "H", "H", "H", "C", "S", "O", "O", "O", "H", "H", "H", "O", "S", "N"], "positions_angstrom": [[-0.03, 0.44, 0.40], [3.65, 0.86, 1.95], [2.48, 0.65, 1.67], [1.95, 0.74, 0.50], [1.52, 0.24, 2.77], [1.93, 0.11, 4.08], [0.99, -0.21, 5.05], [-0.33, -0.37, 4.66], [-0.67, -0.24, 3.33], [0.24, 0.04, 2.39], [2.98, 0.28, 4.30], [1.28, -0.32, 6.08], [-1.10, -0.61, 5.38], [-1.69, -0.37, 2.99], [-2.68, -2.01, -1.14], [-2.58, -1.35, 0.50], [-1.63, -2.18, 1.21], [-3.91, -1.30, 1.04], [-2.06, 0.06, 0.26], [-3.05, -3.03, -1.06], [-1.68, -2.00, -1.57], [-3.35, -1.40, -1.73], [0.12, 3.62, -0.74], [0.01, 2.60, -1.79], [-0.10, 1.15, -1.47]], "charge": -1, "gap_ev": 8.3, "e_homo_ev": -5.642, "total_energy_ev": -47558.064}